No. 1
59
Properties=species:S:1:pos:R:3:forces:R:3 method="wB97M-V/def2-TZVPD" charge=-2 e_tot_ev=-99384.4738 e_lumo_ha=0.1557 orbital_gap_ha=0.236 max_force_ev_per_a=2.16
H 2.6064 -0.1246 2.7564 0.009 -0.101 -0.192
H 2.8286 4.7226 -1.5278 0.022 0.089 0.007
C 0.9364 -1.2756 2.0988 0.423 -0.811 -0.385
C 4.5450 0.4332 -3.4354 -1.037 0.127 0.621
C 0.9880 0.6830 -1.1999 -0.339 -0.017 -0.046
H 1.1066 -4.5096 3.0886 -0.015 0.036 0.048
H 2.3310 -2.3642 3.3305 0.076 0.086 0.046
S -4.0928 1.2006 0.2337 0.655 0.373 0.380
H 0.4457 4.8884 -0.8641 -0.039 -0.005 -0.079
N -0.1433 -1.3303 1.3284 0.194 -0.075 0.129
H 3.4809 1.9771 1.6720 0.093 -0.099 0.022
C -4.4990 -2.2781 -1.8420 -0.219 -0.122 -0.125
S -1.0932 3.6642 1.0739 -0.506 -0.233 0.277
O -1.9240 1.5012 3.5377 -0.180 0.024 -0.211
C -0.0029 0.8258 -0.5072 -0.122 0.253 0.034
C 0.7440 -3.6067 2.6098 -0.059 0.046 -0.057
C -3.8983 -1.2476 -1.1334 0.534 -0.144 -0.033
C -5.8687 -2.3341 -2.0152 -0.110 -0.135 -0.075
C 3.3132 3.3554 0.0539 0.188 -0.017 0.012
H -1.0124 -4.5343 1.7852 -0.024 -0.007 -0.107
C -4.6687 -0.2126 -0.5819 0.016 -0.054 -0.062
H 2.0572 0.1959 1.0667 0.028 -0.047 0.178
C 3.4214 1.0820 -3.9663 0.283 -0.128 -0.026
H -2.4114 -3.4304 0.1485 0.059 0.006 0.203
C 4.4586 -0.1609 -2.1700 0.208 0.021 -0.279
C -2.1227 -2.4344 0.4930 -0.448 0.009 -0.298
C 2.1620 0.5697 -1.9682 0.220 -0.057 -0.088
C 2.2535 1.1444 -3.2460 -0.059 0.000 0.038
H 5.3279 -0.6637 -1.7645 -0.024 -0.011 0.014
C -0.4207 -3.6321 1.8609 0.026 0.052 0.057
S 0.7904 1.4497 2.6363 0.771 0.712 -0.897
H 3.2237 -0.5784 -0.4904 -0.032 0.015 0.028
C -0.8354 -2.4556 1.2431 0.241 -0.467 -0.049
H -7.7292 -1.3601 -1.5679 -0.054 0.037 0.009
C 0.5984 3.4802 0.7222 -0.058 0.051 0.050
H -6.3180 -3.1447 -2.5770 -0.007 0.003 0.016
C 2.8089 2.5992 1.0972 0.107 -0.033 -0.067
C 1.4562 2.5987 1.4095 -0.050 0.004 0.188
H 3.4899 1.5310 -4.9487 -0.018 0.026 -0.007
H 1.3884 1.6471 -3.6522 -0.055 0.048 0.032
O -2.3606 -0.6630 2.6318 0.129 0.504 -0.258
O -2.4049 -0.3698 5.0441 -0.244 0.038 0.005
O -0.3012 -0.2762 3.8818 -0.526 -0.167 0.421
C 1.1267 4.2467 -0.3233 0.107 -0.056 0.056
N 6.7330 0.3517 -4.7490 0.104 0.003 -0.073
C 2.4559 4.1670 -0.6756 0.147 0.053 -0.087
H 4.3670 3.3029 -0.1926 0.022 -0.008 -0.015
C -6.6524 -1.3306 -1.4543 -0.039 -0.184 -0.150
H -3.8670 -3.0435 -2.2719 0.061 -0.049 -0.010
S -1.7503 0.0506 3.8197 -0.252 -0.707 2.030
C 3.2861 -0.1042 -1.4594 -0.105 0.000 0.030
Tl -1.5553 1.0147 1.1747 -0.503 0.723 -1.187
S -2.1188 -1.3254 -0.9584 -0.402 -0.077 0.075
C 1.4330 -2.4183 2.7333 0.002 0.091 -0.047
C -6.0632 -0.3019 -0.7606 0.077 0.088 0.063
C 1.7472 -0.0194 2.0899 -0.082 0.480 0.396
H -2.8748 -2.0273 1.1738 0.002 -0.200 -0.070
H -6.6659 0.4832 -0.3317 -0.110 0.086 0.067
C 5.7453 0.3909 -4.1577 0.914 -0.069 -0.551

---

No. 2
65
Properties=species:S:1:pos:R:3:forces:R:3 method="wB97M-V/def2-TZVPD" charge=+1 e_tot_ev=-132967.6043 e_lumo_ha="-0.2187 / -0.2185" orbital_gap_ha="0.187 / 0.187" max_force_ev_per_a=2.56
H 4.9248 3.7966 -0.2961 -0.002 -0.003 0.000
C -0.3707 -0.2692 -1.3919 -0.003 0.015 -0.030
H 3.5344 -1.5219 3.8317 -0.010 0.048 0.016
H -1.6945 1.6624 -7.6874 0.001 -0.002 -0.001
C -0.2956 -0.7041 -5.7387 -0.026 0.017 0.022
C -0.2139 -2.8134 -2.3082 -0.001 0.000 0.024
Cl -2.3882 -4.5272 1.3001 -0.018 -0.037 -0.180
N 1.2943 2.7010 -0.1391 0.011 -0.026 0.005
C -1.7870 -2.4481 4.6666 -0.280 -0.097 -0.800
C 3.9400 -1.2943 2.8499 -0.076 -0.035 0.031
H -0.7066 0.3476 -3.4110 -0.004 0.001 0.005
H 4.6242 -2.0686 2.5128 -0.026 -0.032 0.008
C -1.9999 -3.3924 5.6486 -0.129 -0.620 0.001
C -0.9469 1.1290 -7.1114 -0.001 0.003 -0.004
C -0.4447 -1.7914 -3.2260 -0.022 0.009 -0.049
C 1.2020 1.0333 -6.3744 0.000 0.000 -0.003
H 0.3163 2.1077 2.2106 -0.005 0.006 0.005
N -1.2636 0.8598 1.7712 0.134 -0.379 -0.016
C -0.5304 -0.4868 -2.7468 0.040 0.018 0.015
Cl -2.9600 -6.6601 3.5199 -0.021 -0.055 -0.010
C -1.2819 -0.0534 -6.4613 -0.003 -0.008 -0.004
O -1.7902 -1.9330 2.3391 0.595 2.158 -1.248
H 4.4357 -0.3256 2.8499 0.027 0.002 -0.042
H 3.2025 5.3394 0.6687 -0.001 -0.001 -0.001
N 3.5705 2.2999 -0.6983 -0.009 -0.005 0.010
N 0.2627 1.6749 -7.0675 0.003 -0.003 0.005
Au -0.0386 -0.7746 2.0703 -0.203 -0.568 0.089
C -2.2688 -4.1304 2.9532 0.370 0.722 0.137
C -2.3735 -4.7022 5.2906 0.091 0.354 -0.250
C -2.5111 -5.0649 3.9373 0.000 0.062 0.489
C 2.2864 1.9657 -0.6268 0.021 0.006 -0.014
C 3.8822 3.5057 -0.2358 0.008 -0.003 -0.007
H -2.8844 -0.3048 1.2527 0.008 -0.049 0.028
O 1.5525 -2.1743 2.1444 -0.678 0.169 0.058
C -3.2164 1.7920 0.8305 0.054 0.015 0.034
Cl -1.8274 -2.9730 7.2974 0.011 0.008 0.078
C -2.4989 0.7045 1.2769 -0.066 -0.155 0.047
N -0.1455 -1.2439 -0.5091 -0.064 0.098 0.044
H -0.1211 -3.8413 -2.6326 -0.006 0.001 0.008
C -0.0750 -2.4918 -0.9720 0.070 -0.053 -0.009
H -0.4120 0.7426 -0.9965 -0.015 0.000 -0.015
Cl -1.3629 -0.8429 5.0736 0.078 0.168 -0.081
O 3.1258 -1.4269 0.3780 -0.074 0.026 0.159
H -3.1620 3.9099 0.4868 0.004 0.000 -0.001
C -1.3247 3.1938 1.3257 -0.001 -0.038 0.016
C -2.6234 3.0459 0.8557 -0.014 -0.007 0.016
H 2.0272 0.9815 -1.0017 0.002 0.008 -0.008
H 1.7825 -0.6471 -5.1649 0.001 -0.003 -0.002
C 2.9329 4.3599 0.2989 -0.013 0.002 -0.006
H -1.2625 5.3338 1.6663 -0.010 -0.010 -0.016
H 0.8986 5.8236 1.0121 -0.003 -0.004 0.004
O 1.9569 0.1377 1.9011 -0.671 -0.018 -0.027
H -2.2856 -0.4517 -6.5180 -0.002 0.004 0.004
C -0.6542 4.5066 1.3161 -0.001 0.007 0.016
C 0.5850 4.7901 0.9160 0.018 0.010 0.015
C -1.9285 -2.7826 3.2879 0.251 -1.481 1.400
H -4.2175 1.6517 0.4496 0.010 -0.021 0.007
C -0.6869 2.0613 1.8109 0.156 -0.018 -0.006
H 2.1849 1.4903 -6.3617 0.000 0.001 -0.001
S 2.6232 -1.1973 1.6891 0.505 -0.063 -0.153
H 0.1295 -3.2654 -0.2403 -0.035 -0.003 -0.006
S -0.6576 -2.2373 -4.9157 0.043 -0.017 0.018
Cl -2.6636 -5.8544 6.5028 -0.034 -0.155 0.173
C 1.6207 3.9066 0.3423 0.017 0.025 0.002
C 0.9809 -0.1582 -5.7024 -0.002 0.003 0.002